# 1
Density functional theory data (the ωB97M-V functional and the def2-TZVPD basis) for a cluster of 6 separate species, C4H23N3O6 in total at a distorted geometry.

Results
**Relative energy (zero: lowest compared OMol25 entry of this formula, charge and spin)**: 92.9 kJ/mol
**SMILES**: NCNC[C@@H](N)CO.O.O.O.O.O
**Orbital gap**: 8.9897 eV
**E_HOMO**: -8.6328 eV

Last column: Löwdin charge in e.
Positions of all 36 atoms, in Å:
N  0.6585  -1.3621  2.7216  0.03
C  1.2729  -2.1395  1.6613  -0.29
N  0.4866  -2.1402  0.4276  -0.06
C  1.1056  -1.5971  -0.7921  -0.16
C  0.5308  -0.2024  -1.1286  -0.37
N  1.3237  0.9593  -0.6700  0.08
C  0.2816  -0.0984  -2.6362  -0.20
O  -0.7619  -1.0289  -2.9739  -0.07
H  -0.3046  -1.5715  2.8207  0.05
H  0.7823  -0.4101  2.4216  0.01
H  1.4336  -3.1663  1.9743  0.11
H  2.2100  -1.6619  1.4298  0.10
H  -0.0163  -2.9918  0.2424  0.10
H  2.1826  -1.6181  -0.6339  0.11
H  0.7614  -2.2501  -1.5948  0.11
H  -0.4313  -0.2430  -0.6359  0.09
H  2.2138  0.6910  -0.2708  0.07
H  0.8114  1.3489  0.0984  0.03
H  -0.0442  0.8830  -2.9784  0.10
H  1.1822  -0.4247  -3.1540  0.13
H  -1.5940  -0.5737  -2.8059  0.09
O  -2.8087  -1.3379  0.3815  -0.07
H  -1.8843  -1.2695  0.0940  -0.01
H  -2.9764  -2.1806  -0.0698  0.04
O  1.0358  1.7947  2.5324  -0.06
H  0.7938  2.5587  3.0763  0.06
H  0.6135  1.1377  3.1045  0.02
O  -1.5199  1.7797  -0.3307  -0.05
H  -0.9207  2.1135  -1.0017  0.00
H  -2.1060  2.5185  -0.1554  0.07
O  0.0693  3.5006  -2.3406  -0.05
H  0.5751  3.8674  -1.6071  0.05
H  0.3792  2.5937  -2.4085  -0.02
O  -1.6508  0.5922  2.0503  -0.09
H  -2.5289  0.7193  1.6727  0.03
H  -1.1558  1.2096  1.4787  0.00

# 2
Density functional theory data (the ωB97M-V functional and the def2-TZVPD basis) for a cluster of 7 separate species, C4H23N3O6 in total at a distorted geometry.

Results
**Relative energy (zero: lowest compared OMol25 entry of this formula, charge and spin)**: 254.2 kJ/mol
**SMILES**: [H]/N=C(\N)NCCC.O.O.O.O.O.O
**Orbital gap**: 9.5444 eV
**E_HOMO**: -9.1711 eV

Last column: Löwdin charge in e.
Positions of all 36 atoms, in Å:
H  -0.5122  3.1483  -1.6095  0.06
N  -0.1257  2.1841  -1.4990  0.08
C  0.7759  1.9312  -0.5538  -0.46
N  1.4436  2.7638  0.4000  0.16
N  1.2488  0.6317  -0.5126  0.04
C  1.8539  0.0229  0.6978  -0.14
C  1.5027  -1.5412  0.6725  -0.24
C  1.9721  -2.2730  -0.5416  -0.12
H  2.0228  2.3726  1.0653  0.05
H  1.6010  3.6898  0.2627  0.06
H  1.0384  0.1371  -1.2508  0.03
H  2.9558  0.1402  0.5681  0.12
H  1.4007  0.4938  1.6208  0.12
H  0.4053  -1.6423  0.8389  0.04
H  1.9196  -2.0764  1.5806  0.13
H  1.1551  -2.4789  -1.3791  0.11
H  2.7158  -1.7316  -1.1164  0.07
H  2.3694  -3.2668  -0.3806  0.07
O  -0.6135  -0.1311  -3.4649  0.00
H  -0.5718  0.5202  -2.7912  -0.04
H  -0.2753  0.2515  -4.1913  -0.02
O  -1.3116  3.4591  1.0020  0.06
H  -1.0303  2.7239  0.7413  -0.14
H  -0.7182  4.0497  1.3471  0.00
O  -1.1626  -1.6667  -0.9330  -0.08
H  -1.4667  -1.0250  -0.3137  -0.04
H  -1.2216  -1.1024  -1.8339  0.10
O  -1.3791  0.0505  2.3395  -0.08
H  -1.9737  -0.4042  2.9737  0.06
H  -1.4328  -0.6482  1.6041  0.03
O  -3.4771  0.0777  0.2118  -0.08
H  -3.5550  0.8697  0.8066  0.07
H  -2.8050  0.1730  -0.4880  0.02
O  -0.7141  -3.5176  1.5734  -0.05
H  -0.3399  -2.7778  1.1557  -0.09
H  -1.6949  -3.4076  1.3976  0.08

# 3
Density functional theory data (the ωB97M-V functional and the def2-TZVPD basis) for a cluster of 8 separate species, C4H23NO7 in total at a distorted geometry.

Results
**Relative energy (zero: lowest compared OMol25 entry of this formula, charge and spin)**: 475.5 kJ/mol
**SMILES**: C=C(C)NC.O.O.O.O.O.O.O
**Orbital gap**: 8.4076 eV
**E_HOMO**: -8.3123 eV

Last column: Löwdin charge in e.
Positions of all 35 atoms, in Å:
C  -0.9510  -0.8903  -1.9287  0.04
C  -0.1389  -1.5029  -1.1378  -0.48
C  1.0779  -2.1477  -1.5956  -0.08
N  -0.2579  -1.4024  0.2769  -0.05
C  -0.0598  -2.7102  0.8479  -0.14
H  -0.7343  -0.8038  -2.9714  0.06
H  -1.9170  -0.5620  -1.6750  0.05
H  1.0000  -3.2416  -1.8940  0.13
H  1.7756  -1.6659  -0.8292  0.12
H  1.4557  -1.8565  -2.4741  0.01
H  -0.6387  -0.6272  0.8547  0.10
H  -0.0350  -2.7039  1.9612  0.09
H  0.9824  -3.1205  0.5661  0.09
H  -0.7286  -3.5156  0.6101  0.07
O  2.0942  -0.3438  3.4350  -0.04
H  2.8317  -0.4284  2.7899  0.06
H  1.3952  -0.1316  2.8924  -0.06
O  -1.5498  0.5740  2.9006  -0.02
H  -1.1476  1.3196  3.3201  0.04
H  -2.0895  0.2116  3.5909  0.04
O  0.0437  3.7297  -2.1486  0.10
H  0.0545  3.6736  -1.3395  -0.13
H  0.4685  3.2308  -2.7804  0.00
O  -4.4165  1.0989  0.8575  -0.04
H  -3.9390  1.0626  1.7156  0.04
H  -4.4871  1.9316  0.4919  -0.02
O  1.7786  0.9032  0.5700  -0.05
H  1.3154  0.5859  -0.1843  -0.03
H  1.5467  1.8343  0.4352  0.05
O  -0.8050  1.9922  0.3650  -0.12
H  -0.3657  1.2948  0.9922  0.04
H  -0.9841  1.4290  -0.4565  0.06
O  2.1755  0.6848  -2.5286  -0.10
H  2.1198  1.6690  -2.6950  0.05
H  3.1300  0.4287  -2.8346  0.11

# 4
Density functional theory data (the ωB97M-V functional and the def2-TZVPD basis) for a cluster of 8 separate species, C4H24N2O8S in total at a distorted geometry.

Results
**2S+1**: 2
**<S²>**: 0.7507
**Orbital gap (spin up / spin down)**: 2.1891 / 8.5352 eV
**Total charge**: -1
**E_HOMO (spin up / spin down)**: 0.1314 / -6.3090 eV

Last column: Löwdin charge in e.
Positions of all 39 atoms, in Å:
O  -0.8650  -2.5673  -1.7551  -0.08
C  -0.9125  -1.5041  -1.0099  -0.45
N  -0.9328  -1.6148  0.3902  0.05
C  -0.5701  -0.5633  1.4036  -0.30
N  0.7981  -0.2091  1.6173  0.03
C  -1.3155  -0.2880  -1.7472  -0.27
C  -2.8060  0.0450  -1.4989  -0.56
S  -3.5796  -0.1379  -3.1356  0.62
H  -0.5284  -2.5768  0.7031  0.13
H  -1.3954  0.1495  1.2567  0.10
H  -0.9756  -1.1507  2.2943  0.12
H  1.3541  -0.9187  2.1012  0.04
H  1.4186  0.2402  0.9278  0.02
H  -0.6857  0.6813  -1.2728  0.13
H  -0.9411  -0.1812  -2.8293  0.11
H  -3.0036  1.0174  -1.1726  0.02
H  -3.2855  -0.8515  -0.8477  0.12
H  -2.8980  -1.2754  -3.3185  -0.14
H  2.4787  -1.1838  -0.5917  0.02
H  3.6887  -1.6775  -1.3210  0.05
O  3.1449  -0.8708  -1.2376  -0.10
H  1.0635  3.6136  1.4263  0.04
H  2.3671  2.8741  1.3186  -0.08
O  2.0776  3.7311  1.3190  -0.11
H  3.2381  1.0515  -0.6551  0.02
H  2.0168  1.7969  -0.7120  0.04
O  2.5638  1.3408  -0.0253  -0.14
H  1.3027  -3.0181  3.3529  0.04
H  1.1117  -3.6207  1.9323  0.01
O  0.8202  -2.9750  2.5454  -0.03
H  -2.0182  3.2599  0.8125  -0.06
H  -1.4713  2.6557  2.0769  -0.04
O  -2.1949  3.0333  1.6905  -0.04
H  0.0370  -3.9807  -1.1099  -0.02
H  1.2175  -3.1957  -0.8104  -0.03
O  0.6879  -3.8490  -0.4814  -0.02
H  0.4137  4.2559  -0.7946  -0.05
H  -1.1430  4.4584  -0.6160  0.05
O  -0.2784  4.0054  -0.2259  -0.25

# 5
Density functional theory data (the ωB97M-V functional and the def2-TZVPD basis) for a cluster of 8 separate species, C4H24NO8 in total at a distorted geometry.

Results
**2S+1**: 2
**<S²>**: 0.7533
**Orbital gap (spin up / spin down)**: 4.0755 / 7.4142 eV
**E_HOMO (spin up / spin down)**: -3.7624 / -7.1246 eV

Last column: Löwdin charge in e.
Positions of all 37 atoms, in Å:
O  -2.3172  1.0034  -0.3556  -0.21
C  -1.5429  1.1941  0.6390  -0.37
C  -0.1282  0.5868  0.4856  -0.31
C  0.5720  1.4481  -0.5210  -0.22
C  1.9762  1.9626  -0.1060  -0.12
N  -0.3080  -0.8208  0.0417  0.18
H  -1.7547  2.0586  1.3030  0.07
H  0.4360  0.5694  1.4757  0.13
H  0.1623  2.4652  -0.4881  0.10
H  0.6009  1.1694  -1.5980  0.11
H  1.9718  2.9212  0.4655  0.08
H  2.5698  1.2271  0.4577  0.05
H  2.7455  2.2565  -0.8340  0.06
H  0.5660  -1.3849  -0.0612  0.13
H  -0.9023  -0.9569  -0.7745  0.08
H  -0.8261  -1.3059  0.7852  0.10
H  -1.1947  -0.0784  -2.9617  0.00
H  -1.0049  -1.5761  -3.2242  0.07
O  -0.7413  -0.8876  -2.5982  -0.09
H  -3.5210  -2.2042  -0.5336  0.04
H  -3.7992  -0.7660  -0.3111  0.04
O  -3.1309  -1.4318  -0.1015  -0.06
H  -2.7811  1.5545  -2.4998  0.06
H  -1.3859  1.8186  -2.8463  0.06
O  -2.1082  1.2284  -3.1213  -0.06
H  2.3185  -2.7920  -1.7741  0.04
H  1.4771  -1.5030  -2.4014  0.03
O  1.5206  -2.2679  -1.8263  -0.06
H  0.9680  2.3392  3.2631  0.04
H  1.1450  1.2577  4.5271  0.03
O  1.1197  1.4553  3.5949  -0.06
H  -0.3099  -1.6544  3.3683  0.05
H  -1.7586  -1.9186  3.3420  0.05
O  -1.0028  -1.9027  2.7433  -0.05
H  2.8590  -1.1426  0.9171  0.02
H  4.2291  -1.9448  0.8430  0.04
O  3.2804  -1.9776  0.6853  -0.05

# 6
Density functional theory data (the ωB97M-V functional and the def2-TZVPD basis) for a cluster of 8 separate species, C4H25NO7S in total at a distorted geometry.

Results
**Relative energy (zero: lowest compared OMol25 entry of this formula, charge and spin)**: 14.4 kJ/mol
**SMILES**: CN[C@H](C)CS.O.O.O.O.O.O.O
**Orbital gap**: 9.0537 eV
**E_HOMO**: -8.8696 eV

Last column: Löwdin charge in e.
Positions of all 38 atoms, in Å:
C  0.4504  -0.8809  -0.4773  -0.10
N  0.4443  -0.0054  0.7206  -0.07
C  1.6118  -0.1460  1.5988  -0.49
C  2.0638  -1.5959  1.9568  -0.06
C  1.4351  0.7046  2.8277  -0.51
S  0.2119  0.1254  4.0569  0.74
H  0.7503  -1.8856  -0.2078  0.07
H  -0.5324  -0.7819  -0.9098  0.03
H  1.1385  -0.5283  -1.2549  0.09
H  -0.4031  -0.3092  1.2137  0.05
H  2.5298  0.1603  1.0744  0.13
H  3.0751  -1.6537  2.3378  0.08
H  1.2845  -1.9907  2.6188  0.06
H  1.8693  -2.2338  1.0998  0.05
H  2.2885  0.5936  3.5016  0.06
H  1.3051  1.7640  2.6243  0.07
H  -0.9240  0.6422  3.6432  -0.17
O  -1.3211  1.2752  -1.9154  -0.06
H  -0.3684  1.2971  -2.0992  -0.01
H  -1.6357  1.2713  -2.8266  0.06
O  -1.1669  -0.9869  -3.2570  -0.05
H  -1.2137  -0.4888  -4.0814  0.07
H  -0.4604  -0.5168  -2.8026  0.01
O  2.0104  2.4017  -0.6173  -0.05
H  1.5166  1.8506  0.0143  0.02
H  2.4186  3.1025  -0.1003  0.07
O  -1.9367  -1.3323  1.7025  -0.09
H  -2.1687  -1.9206  0.9668  0.03
H  -2.6203  -0.6436  1.5755  0.03
O  1.1090  1.7558  -3.0598  -0.08
H  2.0339  1.7721  -3.3270  0.06
H  1.1938  2.0620  -2.1338  0.00
O  -2.9045  0.8268  0.3802  -0.06
H  -2.6650  0.2407  -0.3491  0.00
H  -2.1089  1.3715  0.4231  0.04
O  -2.7351  -2.0579  -1.3188  -0.07
H  -2.1424  -1.8383  -2.0744  0.00
H  -3.4334  -1.4211  -1.5242  0.05